49
Properties=species:S:1:pos:R:3:forces:R:3:nbo_charge:R:1 method="wB97M-V/def2-TZVPD" total_energy_ev=-80212.019 mol_weight_g_mol=427.09 orbital_gap_ev="8.320 / 8.319" max_force_ha_per_bohr=0.0187 charge=0 homo_energy_ev="-7.9 / -7.9"
Ni -0.24200 1.97409 -0.03992 0.1 -0.3 -0.4 0.6843
N -1.05907 5.88547 -0.05419 0.0 0.0 0.0 -0.7833
C -1.06930 4.54845 -0.00747 0.1 0.0 0.0 0.7119
O -0.00240 3.92043 0.13371 0.1 0.0 -0.1 -0.6938
C -2.34885 3.78916 -0.09652 0.0 0.0 0.0 -0.5313
C -2.03732 2.36614 -0.56890 0.1 -0.1 0.0 -0.7045
H -0.18949 6.38024 0.04865 0.0 0.0 0.0 0.4081
H -1.91189 6.40271 -0.16169 0.0 0.0 0.0 0.4060
H -3.08379 4.33628 -0.69753 0.0 0.0 0.0 0.2085
H -2.74239 3.76389 0.92643 0.0 0.0 0.0 0.2415
H -2.05137 2.31857 -1.66489 0.0 0.0 0.0 0.1891
H -2.76119 1.65933 -0.18599 -0.1 0.0 0.0 0.2401
N 1.71982 1.73235 0.24713 -0.1 0.2 0.2 -0.8496
C 2.28920 0.50792 -0.29129 0.0 0.0 -0.1 0.0995
C 3.65475 0.42539 -0.52283 0.0 0.0 0.0 -0.2288
C 4.18563 -0.73239 -1.06616 0.0 0.0 0.0 -0.2128
C 3.33910 -1.79193 -1.36097 0.0 0.0 0.0 -0.2135
C 1.97812 -1.68811 -1.11578 0.0 0.0 0.0 -0.2072
C 1.41286 -0.52908 -0.57835 0.0 0.0 -0.1 -0.3294
P -0.41596 -0.24458 -0.01832 -0.6 0.3 0.7 1.1945
C -1.13161 -1.47802 -1.16332 0.1 0.1 -0.2 -0.3715
C -2.08216 -2.40093 -0.73266 0.1 -0.1 0.0 -0.1698
C -2.60995 -3.32899 -1.61855 0.0 0.0 0.0 -0.2205
C -2.22603 -3.32482 -2.95225 0.0 0.0 0.0 -0.2073
C -1.30060 -2.39176 -3.39653 0.0 0.0 0.0 -0.2444
C -0.74984 -1.48468 -2.50277 -0.1 0.1 0.0 -0.1368
C -0.00091 -0.93952 1.63607 0.3 -0.1 -0.1 -0.3172
C 0.49601 -2.22789 1.80237 0.0 0.0 0.0 -0.2208
C 0.82098 -2.70519 3.06478 0.0 0.0 0.0 -0.1992
C 0.68293 -1.88646 4.17612 0.0 0.0 0.0 -0.2231
C 0.19487 -0.59614 4.01972 0.0 0.0 0.0 -0.2363
C -0.15805 -0.13295 2.76064 0.0 0.0 0.0 -0.1530
H 1.89929 1.81968 1.24532 0.1 -0.1 0.0 0.3993
H 2.14249 2.54308 -0.19599 0.0 0.0 0.1 0.3950
H 4.29692 1.26615 -0.28351 0.0 0.0 0.0 0.2055
H 5.24793 -0.80612 -1.25885 0.0 0.0 0.0 0.2129
H 3.74163 -2.70400 -1.78391 0.0 0.0 0.0 0.2123
H 1.34103 -2.53157 -1.35331 0.0 0.0 0.0 0.2181
H -2.40827 -2.37788 0.29633 0.0 0.0 0.0 0.2395
H -3.33861 -4.04870 -1.26716 0.0 0.0 0.0 0.2112
H -2.65153 -4.04201 -3.64284 0.0 0.0 0.0 0.2097
H -1.00203 -2.37111 -4.43706 0.0 0.0 0.0 0.2098
H -0.02004 -0.76667 -2.85776 0.0 0.0 0.0 0.2078
H 0.62519 -2.87280 0.94171 0.0 0.0 0.0 0.2157
H 1.19065 -3.71674 3.17781 0.0 0.0 0.0 0.2088
H 0.94706 -2.25382 5.15962 0.0 0.0 0.0 0.2094
H 0.07085 0.04512 4.88372 0.0 0.0 0.0 0.2079
H -0.59411 0.85239 2.64390 0.0 0.0 0.0 0.2099
F -2.08855 -0.16198 0.71323 0.0 0.0 -0.1 -0.7021

48
Properties=species:S:1:pos:R:3:forces:R:3:nbo_charge:R:1 method="wB97M-V/def2-TZVPD" total_energy_ev=-31370.139 mol_weight_g_mol=351.43 orbital_gap_ev=8.252 smiles="O=C(CCc1c[nH]c2ccccc12)N1CCN(c2ccc(F)cc2)CC1" max_force_ha_per_bohr=0.0115 de_lowest_kj_mol=34.1 charge=0 homo_energy_ev=-7.6
O 0.37252 3.15522 -2.51617 0.2 0.2 -0.3 -0.6472
C 0.25636 2.99965 -1.31310 -0.1 0.4 0.2 0.7078
C 1.14805 3.74580 -0.33453 0.0 0.0 -0.1 -0.4859
C 2.19281 2.82322 0.33665 0.0 0.0 -0.1 -0.4148
C 2.45163 1.59648 -0.48160 0.3 0.1 -0.1 -0.1216
C 2.85696 1.56215 -1.78504 0.0 0.2 0.3 0.0044
N 2.89966 0.27195 -2.23289 0.1 -0.1 -0.4 -0.5365
C 2.51788 -0.56268 -1.22495 -0.2 -0.1 0.6 0.1935
C 2.38425 -1.94569 -1.19949 0.0 -0.1 -0.1 -0.2625
C 1.96486 -2.52716 -0.02266 0.1 -0.1 -0.1 -0.2215
C 1.70058 -1.75546 1.11245 0.0 0.0 0.2 -0.2335
C 1.84084 -0.38659 1.09658 0.0 0.0 0.0 -0.2076
C 2.23673 0.23862 -0.08877 0.1 -0.3 -0.4 -0.1141
N -0.67577 2.16018 -0.80492 -0.3 -0.2 0.0 -0.4525
C -0.87460 1.88594 0.60226 0.0 0.1 0.4 -0.2175
C -2.11657 1.01637 0.80872 0.0 0.2 0.0 -0.2160
N -1.98941 -0.23650 0.09986 0.1 0.3 -0.2 -0.4554
C -2.13196 -1.45213 0.72810 -0.2 -0.3 0.1 0.2547
C -1.52207 -2.60802 0.22133 -0.1 0.2 -0.1 -0.2853
C -1.68650 -3.83200 0.83828 -0.2 -0.2 0.3 -0.2499
C -2.46831 -3.92099 1.97334 0.0 0.1 -0.1 0.3451
F -2.62544 -5.12104 2.58447 0.0 0.1 0.0 -0.3332
C -3.10206 -2.80736 2.49025 0.1 -0.3 0.0 -0.2613
C -2.93990 -1.58725 1.86616 0.1 0.1 -0.1 -0.2687
C -1.30920 -0.15006 -1.17746 0.0 0.0 -0.1 -0.2174
C -1.38703 1.27623 -1.70554 0.0 -0.3 -0.3 -0.2343
H 0.54855 4.25527 0.42087 0.0 0.1 0.0 0.2182
H 1.66155 4.50314 -0.92793 -0.1 0.0 0.0 0.2345
H 1.85708 2.52536 1.33029 0.0 0.0 0.0 0.2102
H 3.11985 3.38736 0.46703 -0.1 0.0 0.1 0.2260
H 3.10004 2.37767 -2.43727 0.0 0.1 -0.2 0.2232
H 3.14804 -0.00985 -3.16547 0.0 0.0 0.1 0.4139
H 2.60219 -2.54036 -2.07471 0.0 -0.1 -0.1 0.2130
H 1.84416 -3.59844 0.03191 0.0 -0.1 0.0 0.2146
H 1.38188 -2.25069 2.01748 0.0 0.0 0.1 0.2182
H 1.66108 0.18776 1.99505 0.0 0.1 0.1 0.2096
H -0.99886 2.82381 1.15261 0.0 -0.1 0.0 0.2041
H -0.01471 1.34615 1.00944 -0.1 0.1 0.1 0.2029
H -2.21145 0.82473 1.87803 0.0 0.1 -0.1 0.2197
H -3.01224 1.55911 0.47788 0.1 0.0 0.2 0.1889
H -0.89722 -2.55736 -0.65374 0.1 0.0 -0.1 0.2247
H -1.20706 -4.71518 0.44653 0.0 -0.1 0.0 0.2244
H -3.72417 -2.90164 3.36642 -0.1 0.0 0.1 0.2265
H -3.47136 -0.73686 2.26280 -0.1 0.1 0.0 0.2089
H -0.25027 -0.43413 -1.08932 0.0 0.0 -0.1 0.1948
H -1.79512 -0.82839 -1.88629 0.1 0.0 0.0 0.2060
H -2.43108 1.59024 -1.81049 0.1 0.0 -0.1 0.1931
H -0.90520 1.35345 -2.68249 -0.1 -0.1 0.1 0.2555